13
Properties=species:S:1:pos:R:3:forces:R:3 method="wB97M-V/def2-TZVPD" e_tot_ha=-249.4303 max_force_ev_per_a=0.33 smiles="C=C1C=CCN1" relative_energy_kcal_mol=26.9 homo_energy_ha=-0.293 lumo_energy_ha=0.0407
C -0.186 1.192 0.424 -0.093 -0.064 -0.073
H 0.312 -1.917 -0.098 0.006 0.080 -0.032
H 2.681 0.863 0.417 -0.217 -0.068 0.121
C -1.370 0.822 -0.072 0.206 0.005 -0.092
H 2.566 -0.977 0.221 -0.046 0.149 0.064
H 0.095 2.177 0.783 -0.031 -0.213 -0.075
H -1.026 -0.674 -1.606 -0.232 0.198 0.125
N -0.137 -1.085 0.259 0.199 -0.071 -0.211
C 2.060 -0.024 0.354 -0.028 -0.010 0.040
H -2.181 -1.222 -0.380 0.143 0.142 0.188
C 0.723 0.024 0.387 0.108 0.026 -0.030
H -2.259 1.441 -0.159 0.212 -0.125 -0.118
C -1.278 -0.620 -0.530 -0.226 -0.049 0.093

---

13
Properties=species:S:1:pos:R:3:forces:R:3 method="wB97M-V/def2-TZVPD" e_tot_ha=-249.3862 max_force_ev_per_a=1.40 smiles=CC1(C#N)CC1 relative_energy_kcal_mol=54.6 homo_energy_ha=-0.356 lumo_energy_ha=0.0329
H 1.804 -0.306 -0.797 -0.135 -0.087 0.110
H -1.123 0.952 1.441 0.171 -0.260 0.150
H 0.694 -1.258 -1.781 0.021 0.016 0.186
H -0.940 2.050 -0.572 0.084 -0.193 0.099
C 0.901 -0.924 -0.758 0.043 -0.037 0.059
C -0.285 -0.127 -0.235 0.049 -0.249 0.261
H 0.506 0.299 1.750 0.919 1.034 -0.241
C -0.115 1.381 -0.341 -0.100 0.060 -0.125
N -1.854 -1.689 1.012 -0.201 0.333 -1.296
H 1.094 -1.804 -0.140 -0.010 0.085 -0.068
C -1.351 -0.982 0.238 -0.649 -0.649 0.425
C -0.150 0.743 1.008 0.041 0.115 0.320
H 0.819 1.664 -0.824 -0.231 -0.168 0.119